13
Properties=species:S:1:pos:R:3 method="wB97M-V/def2-TZVPD" e_homo_ev=-10.7 energy_ha=-144.47055 lumo_energy_ev=0.60 max_force_ha_per_bohr=0.1091
B 1.0848 -1.5939 -0.8685
C 0.0149 -0.9261 -0.0575
C 0.1446 0.6317 -0.1119
C -0.8708 1.3905 0.7709
H 1.4230 -2.5436 -0.3985
H 1.6387 -0.9651 -1.6239
H -0.1084 -1.2116 0.9897
H -0.8548 -1.0984 -0.6719
H -0.2000 0.8665 -1.0880
H 1.0504 1.0021 -0.0445
H -0.5221 1.4008 1.7890
H -1.7046 0.7084 0.9049
H -1.0956 2.3386 0.4103